Record 1
Molecular formula: C7H12N2O
Method: DFT, ωB97M-V/def2-TZVPD

Last column: natural (NBO) charge in e.
Atoms and positions in Å:
H 0.829 -0.104 -1.548  0.357
H 1.719 -0.787 1.347  0.201
C 0.623 -0.848 1.255  -0.422
H 0.248 -1.446 2.096  0.221
H -0.745 -1.970 0.025  0.186
N -2.273 2.429 0.134  -0.699
H 0.878 -2.836 -1.650  0.222
H 1.701 1.425 0.097  0.216
C 0.223 -1.457 -0.108  -0.036
H -1.799 2.636 1.010  0.330
C -0.414 0.808 -0.210  -0.004
C 1.220 -2.446 -0.681  -0.616
O -2.244 1.120 -1.678  -0.683
H 1.350 -3.295 0.004  0.218
H 2.202 -1.968 -0.822  0.198
H -2.262 1.963 -2.198  0.497
C 0.687 1.612 0.457  -0.394
H -0.677 0.836 2.036  0.228
C -1.730 1.455 -0.492  0.567
C -0.002 0.539 1.232  -0.215
H 0.473 2.653 0.706  0.226
N -0.007 -0.316 -1.011  -0.597

- HOMO-LUMO gap: 9.96 eV
- HOMO: -9.07 eV
- Spin multiplicity: 1
- Structure (SMILES): [H]/N=C(/O)[C@@]12C[C@@H]1C[C@H](C)N2
- Relative energy (zero: lowest compared OMol25 entry of this formula, charge and spin): 135.8 kJ/mol

***

Record 2
Molecular formula: F2Mg3
Method: DFT, ωB97M-V/def2-TZVPD

Last column: natural (NBO) charge in e.
Atoms and positions in Å:
Mg 0.789 -0.443 -1.030  1.963
F 0.492 0.126 0.524  -0.971
F -0.834 -0.426 -1.096  -0.958
Mg -1.727 -0.246 0.153  1.977
Mg 1.280 0.989 1.449  1.988

- HOMO-LUMO gap: 14.00 eV
- HOMO: -35.36 eV
- Charge: +4
- Spin multiplicity: 1
- Relative energy (zero: lowest compared OMol25 entry of this formula, charge and spin): 513.1 kJ/mol

***

What is the formula in the second record? F2Mg3

***

Copy entry 2 word for word.
Molecular formula: F2Mg3
Method: DFT, ωB97M-V/def2-TZVPD

Last column: natural (NBO) charge in e.
Atoms and positions in Å:
Mg 0.789 -0.443 -1.030  1.963
F 0.492 0.126 0.524  -0.971
F -0.834 -0.426 -1.096  -0.958
Mg -1.727 -0.246 0.153  1.977
Mg 1.280 0.989 1.449  1.988

- HOMO-LUMO gap: 14.00 eV
- HOMO: -35.36 eV
- Charge: +4
- Spin multiplicity: 1
- Relative energy (zero: lowest compared OMol25 entry of this formula, charge and spin): 513.1 kJ/mol

***

HOMO of number 1 (C7H12N2O)? -9.07 eV